{
  "formula": "C20H19ClN4O5S",
  "method": "the ωB97M-V functional and the def2-TZVPD basis",
  "species": ["Cl", "S", "O", "O", "O", "O", "O", "N", "N", "N", "N", "C", "C", "C", "C", "C", "C", "C", "C", "C", "C", "C", "C", "C", "C", "C", "C", "C", "C", "C", "C", "H", "H", "H", "H", "H", "H", "H", "H", "H", "H", "H", "H", "H", "H", "H", "H", "H", "H", "H"],
  "xyz": [[-4.083, 1.536, 0.536], [-1.167, -4.791, -1.775], [2.049, 3.231, 3.123], [1.658, -0.466, 1.428], [3.393, 2.021, -0.425], [3.624, 4.862, 2.847], [1.965, -1.456, -2.903], [1.600, 3.216, 0.330], [-0.466, -3.062, -0.024], [1.312, 0.487, -1.894], [1.933, -1.295, -0.633], [-2.399, 2.032, 0.438], [0.226, 2.971, 0.390], [1.600, -0.284, 0.218], [0.673, -3.362, -0.769], [-3.367, -2.216, 0.118], [-2.909, -4.206, 1.647], [0.465, -4.235, -1.799], [1.992, -2.746, -0.360], [-2.883, -3.675, 0.158], [2.206, 2.113, -0.195], [-0.068, 1.700, -0.097], [-0.816, 3.806, 0.912], [-1.387, 1.189, -0.052], [2.303, 4.366, 0.943], [1.210, 1.000, -0.535], [-2.100, 3.330, 0.912], [-1.504, -3.756, -0.436], [1.185, 1.311, -3.096], [2.744, 4.133, 2.395], [1.750, -0.812, -1.883], [3.194, 4.578, 0.342], [-0.579, 4.795, 1.277], [2.825, -3.200, -0.939], [0.961, 2.392, -2.883], [-1.600, 0.207, -0.417], [-4.393, -2.093, 0.522], [1.670, 5.228, 0.954], [-3.359, -1.858, -0.927], [-2.720, -1.602, 0.729], [-2.207, -3.647, 2.258], [2.135, -2.913, 0.700], [0.379, 0.942, -3.718], [2.113, 1.257, -3.683], [2.516, 3.146, 3.982], [-2.582, -5.226, 1.671], [-3.559, -4.273, -0.391], [-3.895, -4.061, 2.118], [1.186, -4.559, -2.523], [-2.824, 3.947, 1.406]],
  "atomic_forces_ev_per_a": [[0.606, -0.111, -0.142], [0.371, 0.305, -0.081], [0.805, 0.309, -0.427], [-0.445, 1.193, -1.195], [-0.175, 0.087, 0.196], [-1.516, -1.656, -0.515], [-0.198, 0.348, 0.549], [-0.452, 0.734, 0.455], [-0.170, -0.643, -0.386], [-0.298, 0.924, 1.083], [-0.310, 0.701, 0.191], [0.402, 0.310, 0.143], [-1.726, 0.364, 0.671], [0.344, -1.346, 4.108], [-0.781, -0.363, 0.010], [-0.556, -0.142, -0.394], [0.022, 1.034, -0.785], [-0.129, 0.171, 0.688], [-0.286, 0.127, -0.895], [0.376, 0.905, 2.101], [2.437, -0.007, -0.611], [-1.359, -0.686, 0.228], [2.045, -0.861, -0.923], [0.309, 1.592, 0.158], [0.145, -2.147, -0.200], [-0.575, -0.055, -0.178], [0.131, -0.940, 0.051], [0.777, 0.316, 0.174], [0.338, 0.331, -0.126], [1.311, 1.734, 0.730], [0.416, -0.534, -4.051], [-0.171, -0.049, 0.297], [-0.091, -0.023, 0.135], [-0.551, 0.488, 0.387], [0.303, -1.161, 0.296], [-0.158, -0.458, -0.085], [0.495, -0.264, -0.273], [-0.482, 0.500, -0.168], [-0.014, 0.053, 0.478], [0.263, 0.211, 0.037], [0.205, 0.225, -0.051], [0.152, 0.317, 0.167], [-0.166, -0.128, -0.108], [-0.238, 0.066, 0.201], [-0.336, 0.141, -0.441], [-0.118, -0.713, 0.109], [-0.648, -0.765, -0.857], [0.249, -0.308, -0.426], [0.070, -0.127, -0.142], [-0.622, -0.001, -0.183]],
  "nbo_charge": [-0.002, 0.426, -0.665, -0.559, -0.564, -0.583, -0.632, -0.426, -0.464, -0.431, -0.446, -0.063, 0.190, 0.704, 0.105, -0.597, -0.594, -0.426, -0.234, -0.268, 0.686, -0.091, -0.232, -0.132, -0.316, -0.023, -0.201, 0.075, -0.410, 0.777, 0.794, 0.270, 0.220, 0.239, 0.215, 0.234, 0.215, 0.239, 0.209, 0.218, 0.218, 0.256, 0.216, 0.225, 0.510, 0.210, 0.210, 0.212, 0.252, 0.234],
  "homo_energy_ev": -8.8,
  "energy_ev": -60606.006,
  "smiles": "CC(C)c1nc(CN2C(=O)N(C)[C@@]3(C2=O)C(=O)N(CC(=O)O)c2ccc(Cl)cc23)cs1",
  "multiplicity": 1,
  "max_force_ev_per_a": 4.3,
  "relative_energy_kcal_mol": 12.3,
  "lumo_energy_ev": 0.27
}